Record 1
C24H72O12S12 | the ωB97M-V functional and the def2-TZVPD basis

CARTESIAN COORDINATES (ANGSTROEM)
H (5.93001, -4.71837, -1.74344)
H (-6.52376, -0.54371, 0.44765)
C (-5.06397, 3.85393, 3.05548)
S (1.98971, -5.74811, 4.92579)
H (-5.84872, 5.17020, 5.69904)
H (1.52665, -7.03766, 2.78588)
O (-4.88175, 6.55537, 3.46816)
S (5.27597, 0.61444, -6.05435)
H (-0.03187, -0.53007, -1.84262)
C (-0.72937, 6.24501, 4.52076)
H (-4.52100, 3.90731, 2.11186)
H (5.37078, -0.47914, 1.57325)
H (4.68611, 2.60853, 2.04295)
S (-1.03610, 0.05748, -6.82349)
C (5.17974, 2.11391, -5.01906)
O (0.21992, 1.15036, 6.64564)
H (-5.24055, 6.38146, -2.18969)
H (-0.44031, -2.18458, -5.96057)
H (-0.43510, 5.31013, 4.99774)
H (3.04381, 0.80669, 6.98733)
H (-7.27554, 5.96470, 5.17931)
H (5.29496, -5.55454, -4.26394)
H (-7.55480, 1.01403, -2.94610)
H (-2.21568, -4.92315, -1.07822)
C (-0.14152, -1.64835, -6.86128)
H (-3.84926, -7.98352, -1.29566)
H (-7.91816, -0.59670, -2.49532)
H (3.96012, -6.71709, -4.63061)
C (-0.38275, 8.18113, 2.59275)
O (1.47229, 6.14901, 2.82532)
H (-4.19032, -6.30066, -1.09399)
H (-1.63049, -6.53120, -1.63908)
H (2.85290, 0.13885, 5.45215)
H (-1.28653, 5.41439, -4.70570)
H (-0.14200, 8.50331, 1.57967)
H (3.75959, 0.29805, 1.08290)
S (-3.40143, 6.24798, -4.00858)
H (6.03816, -0.64443, -4.18020)
C (4.59810, -6.28786, -3.85805)
H (5.25258, -6.14468, -0.87485)
H (3.76012, -7.39103, 4.70482)
H (3.18972, -0.98538, 6.76021)
C (5.70733, 2.27849, 1.85242)
S (-2.50245, -6.75346, 0.45201)
C (-0.26498, 1.29691, 1.45293)
H (2.23019, -8.19088, 5.09270)
H (5.19003, -7.14233, -3.53006)
C (-1.63356, -5.80865, -0.82300)
H (-0.57260, 1.00406, -1.64677)
S (-0.02982, 6.41137, 2.81853)
O (3.09203, -4.06088, -2.93473)
H (-0.66781, 2.12769, 0.87361)
O (-4.86591, 1.03182, -1.41644)
H (-1.59244, 4.85634, -3.10125)
C (5.03823, -5.16645, -1.30522)
H (4.56053, -0.70741, 0.01568)
H (-0.91368, 1.35811, 2.32674)
O (-1.71504, -8.03515, 0.65691)
C (-6.59725, 5.15614, 4.90683)
H (-3.61252, 6.23741, -1.53085)
H (-1.41488, 8.47246, 2.78757)
H (6.11710, 1.78843, 2.73561)
H (4.82686, -4.62560, -0.38277)
O (0.30162, -1.36262, 0.96781)
H (4.94156, -1.60008, -5.31807)
H (6.28043, 3.16882, 1.59361)
H (-0.63531, -2.28237, -7.59768)
H (4.29482, -0.37003, -4.12828)
H (-7.60218, 0.62589, -1.29326)
O (-2.75299, 7.64594, -3.91709)
H (0.18788, 1.13317, -8.46275)
S (0.82999, -0.22547, 6.64151)
S (-5.55309, -0.29523, -1.81258)
C (2.84813, -7.31655, 5.29714)
C (0.64977, -1.10154, 8.22017)
O (4.01599, 0.61539, -6.88092)
H (6.05822, 2.29959, -4.40109)
C (-0.70471, 0.52006, -8.58715)
H (5.16105, 3.03455, -5.60230)
S (-0.59260, -0.24126, 0.42231)
H (0.80902, 1.33544, 1.63502)
H (0.71463, -0.48305, 9.11536)
O (-2.56036, -0.11974, -6.90586)
H (-7.20182, 4.25204, 4.97892)
S (3.62021, -5.39565, -2.47499)
C (-7.25472, 0.23216, -2.24843)
H (3.30231, -7.46972, 6.27610)
H (1.43605, -5.23131, 2.60588)
S (5.76035, 1.46217, 0.19943)
H (-4.43741, 3.67444, 3.92916)
H (-0.63031, -5.47400, -0.55918)
C (1.91346, -6.07154, 3.11007)
C (-3.99321, -7.21571, -0.53549)
H (0.93022, -1.61643, -7.05742)
H (1.43225, -1.83997, 8.39490)
S (-5.94784, 5.48718, 3.23713)
H (2.92772, -6.02431, 2.71366)
C (-5.95038, -1.17252, -0.23347)
H (-5.82113, 3.07140, 3.00603)
H (-6.51446, -2.04740, -0.55673)
H (-5.06102, -1.48444, 0.31412)
H (-0.43565, 7.16429, 5.02748)
O (3.07151, -4.77101, 5.08758)
H (-1.81759, 6.30724, 4.52088)
H (-4.91089, -7.30711, 0.04554)
H (-2.59629, 4.15173, -4.45677)
C (0.13544, 0.31919, -1.18014)
C (4.77436, 0.01314, 0.80510)
H (-4.33003, 4.83068, -2.21710)
H (-1.48651, 1.20036, -8.92493)
H (-0.27445, -1.67912, 8.23858)
H (-0.59453, -0.30755, -9.28787)
C (-4.26811, 5.91211, -2.33861)
O (7.21231, 1.00991, 0.07694)
H (1.13233, 0.75602, -1.12116)
H (4.20994, 2.06313, -4.52407)
C (-2.07638, 5.02518, -4.06323)
H (0.24990, 8.68618, 3.32267)
C (2.64117, -0.08053, 6.49864)
C (5.12167, -0.67563, -4.76941)

For the orbital gap, the calculation gives 8.56 eV. As for the energy relative to the best compared isomer or geometry (same formula, charge and spin): 104.48 kcal/mol.

---

Record 2
C24H72O24 | the ωB97M-V functional and the def2-TZVPD basis

CARTESIAN COORDINATES (ANGSTROEM)
H (4.44237, 3.09894, -6.44923)
H (2.19708, 1.96608, -6.18170)
H (3.66280, -1.50462, 4.06733)
H (0.78794, 1.67864, 5.47157)
H (1.88639, 3.76363, -0.69144)
C (-2.03693, 2.73652, -2.81604)
H (-3.88541, -2.19038, -5.02041)
O (-4.10472, 3.51611, -3.62589)
C (3.74700, -2.59736, 3.95434)
H (4.08114, 1.05100, 2.76888)
O (-1.19610, -5.61061, 3.68151)
H (-3.95829, -3.84023, -3.28897)
H (4.50607, -2.58602, 1.94967)
H (1.01066, -1.44401, -0.01252)
C (4.06650, 1.86149, 3.53136)
O (-1.91364, -2.35661, -5.51709)
H (2.34743, 2.53049, 2.82741)
O (4.67136, 2.22905, -6.09707)
H (1.56544, -1.16548, -6.46339)
C (-1.08101, 1.35596, 6.54512)
H (-3.39972, -3.89096, 0.32007)
H (1.59834, 1.98458, 0.50049)
H (-0.74076, 1.41885, -3.44907)
O (4.58164, 2.63687, 5.75760)
H (-1.41157, -4.83194, -3.36911)
H (3.69431, 3.01562, 5.68148)
H (-4.02237, -1.67722, 1.28797)
H (-2.78313, 4.63498, -2.43888)
H (3.34711, -2.69053, -6.47475)
H (1.63495, -0.00464, 1.53224)
H (-0.85784, -0.59756, 6.61482)
H (1.85416, 1.29671, -4.56229)
H (-0.29447, 0.49968, 3.62926)
H (-1.11641, 0.73851, -0.12659)
C (-0.28558, 1.58754, 5.30642)
H (3.92528, -4.12841, 2.55790)
H (0.58288, -2.55620, -6.99128)
O (2.79758, -3.28054, 4.78038)
H (4.28546, 2.49317, -4.01410)
H (-1.51318, 2.86959, -1.85608)
H (-0.48986, -1.94812, -4.51285)
H (-2.90859, 1.13317, 0.97830)
H (-3.22575, -4.46847, -4.68134)
C (0.19131, -0.84261, 0.39225)
C (-4.68717, -2.15978, 0.57302)
H (0.52150, 4.92374, 1.25979)
O (1.82028, 6.27274, 0.33894)
O (-3.69083, 1.78524, 2.77941)
H (2.16075, -3.60605, 1.37750)
C (2.39637, 2.09427, -5.10741)
H (-0.46359, -1.55641, 0.91582)
O (-1.53745, -3.40271, 1.81231)
O (-2.84954, 4.35953, 1.63237)
O (2.70008, 2.30636, 3.71356)
H (-0.84905, 2.15280, 7.26606)
H (-4.65032, 4.31481, -3.57718)
H (-4.27051, 2.19851, 0.84191)
H (1.97090, -3.36354, 4.28861)
C (4.66241, 1.48482, 4.87334)
H (-1.97968, -5.51877, 3.12989)
H (3.99686, 0.70128, 5.28302)
H (-0.71477, 2.37235, 4.68398)
O (0.42534, -1.71517, -4.21806)
H (4.72750, 2.65626, 3.11904)
H (-2.71911, -1.59733, -3.76501)
H (2.13331, 5.18156, 2.02162)
H (-2.78624, 1.96849, -2.55316)
H (-3.80054, 2.62492, 3.24501)
C (-3.01779, -3.75956, -3.86381)
O (2.52756, -2.93697, -6.91287)
C (1.57862, 5.06425, 1.07806)
C (-2.25625, 3.12644, 1.34324)
O (-5.71222, -2.88992, 1.21639)
H (4.74771, -2.86699, 4.30248)
O (0.28879, 0.47079, -1.75131)
C (1.41617, -2.24159, -6.37016)
H (2.26336, -2.55579, -4.47421)
H (0.99883, 3.28414, -4.34335)
H (-1.38341, -0.58200, -1.20627)
H (4.16649, 0.87594, -4.73632)
O (1.92128, 3.40424, -4.60200)
H (-1.88125, 3.12244, 0.30814)
H (-1.60886, -3.01967, 3.78523)
C (-2.79958, 3.92456, -3.28148)
C (3.88638, 1.93236, -4.86535)
C (3.67448, -3.05650, 2.50469)
H (-0.12336, -2.52660, 3.01394)
C (-2.94917, -2.37849, -4.48009)
H (-2.13523, 1.54285, 6.27850)
H (-5.14011, -1.41582, -0.08872)
H (-2.35879, 5.05315, 1.18572)
H (-2.16270, -2.93396, -6.24275)
C (1.26133, -2.57330, -4.91092)
O (0.70015, 0.12705, 1.35049)
O (2.39295, -2.86693, 1.93894)
O (-1.16228, 2.21049, -3.81452)
H (-6.02897, -3.57253, 0.61549)
H (0.52581, -4.65226, 4.05086)
C (-0.26904, -4.68349, 3.29202)
C (-0.85078, -3.34623, 3.07396)
H (-2.32793, 4.47860, -4.09786)
H (5.70664, 1.22039, 4.83369)
H (2.71482, 6.34515, 0.01233)
H (-1.47107, 2.92118, 2.06452)
C (2.19150, 3.86547, 0.35445)
C (-3.85966, -3.08922, -0.25457)
H (0.33044, -0.16695, -2.47861)
C (-0.58668, -0.07654, -0.63977)
H (3.28547, 3.94771, 0.30290)
O (-1.88393, -4.06630, -3.03658)
O (-2.87781, -2.40692, -0.96823)
H (-2.50864, -3.07640, -1.57601)
O (1.91613, 2.69500, 1.07897)
H (-2.09134, -2.61324, 1.79182)
O (-0.78663, 0.16181, 7.20539)
H (0.93480, -3.61801, -4.80462)
O (-0.43731, 0.32834, 4.56916)
C (-3.31586, 2.07304, 1.37677)
H (0.34230, -5.01876, 2.43645)
H (-4.54169, -3.54706, -0.99488)

For the orbital gap, the calculation gives 9.39 eV. Its structure (SMILES) is OCCO.OCCO.OCCO.OCCO.OCCO.OCCO.OCCO.OCCO.OCCO.OCCO.OCCO.OCCO. As for the energy relative to the best compared isomer or geometry (same formula, charge and spin): 74.08 kcal/mol.

---

| no. | E_HOMO (eV) |
| --- | --- |
| 1 | -8.52 |
| 2 | -9.63 |